Entry 1:
{
  "formula": "C10H14BF4Ir",
  "method": "ωB97M-V/def2-TZVPD",
  "elements": ["Ir", "C", "C", "C", "C", "C", "C", "C", "C", "C", "C", "H", "H", "H", "H", "H", "H", "H", "H", "H", "H", "H", "H", "H", "H", "F", "B", "F", "F", "F"],
  "positions_angstrom": [[-0.342, 0.313, 1.389], [-0.006, 1.522, -2.018], [0.194, 0.094, -1.805], [1.254, -0.685, -3.069], [0.483, -0.464, -0.435], [-0.379, -1.445, 0.163], [-0.160, -1.876, 1.510], [0.967, -1.464, 2.284], [1.151, -1.948, 3.680], [1.769, -0.452, 1.713], [1.542, 0.049, 0.399], [-0.026, 1.787, -3.078], [0.665, 2.183, -1.459], [-1.041, 1.777, -1.645], [-0.542, -0.529, -2.363], [2.124, -0.067, -2.821], [0.815, -0.448, -4.034], [1.302, -1.741, -2.821], [-1.279, -1.776, -0.350], [-0.920, -2.504, 1.970], [0.392, -1.528, 4.349], [2.134, -1.687, 4.067], [1.021, -3.033, 3.704], [2.531, 0.034, 2.317], [2.140, 0.889, 0.056], [-1.642, 1.507, 0.896], [-3.570, 2.899, -0.649], [-2.860, 2.132, -1.511], [-4.712, 2.463, -0.214], [-3.005, 3.998, -0.226]],
  "forces_ev_per_angstrom": [[0.012, -0.016, 0.085], [0.658, -0.061, -0.007], [-0.692, -0.163, -0.096], [0.299, 0.263, 0.048], [0.230, 0.054, -0.100], [0.003, 0.009, 0.026], [0.024, -0.012, -0.061], [-0.074, -0.036, 0.046], [0.007, 0.037, -0.003], [0.040, 0.011, -0.087], [0.005, -0.026, -0.030], [-0.096, 0.022, 0.003], [-0.043, 0.017, 0.030], [-0.083, -0.040, -0.077], [-0.030, -0.019, 0.097], [0.044, -0.077, -0.034], [-0.065, -0.031, 0.024], [-0.066, -0.004, 0.012], [0.004, 0.010, -0.011], [0.013, -0.003, 0.017], [-0.012, -0.017, -0.003], [-0.005, 0.013, 0.004], [0.021, -0.004, -0.003], [-0.013, -0.008, 0.022], [-0.003, -0.001, -0.005], [-0.064, 0.057, 0.160], [-0.101, 0.199, 0.028], [-0.074, -0.059, 0.021], [0.025, -0.064, -0.069], [0.038, -0.050, -0.039]],
  "mulliken_charge": [1.30, -1.01, -0.32, -0.94, 0.94, -0.40, -0.62, 0.64, -1.36, -0.92, -0.24, 0.45, 0.38, 0.37, 0.43, 0.41, 0.44, 0.42, 0.50, 0.57, 0.35, 0.45, 0.41, 0.48, 0.58, -0.28, 0.60, -0.30, -0.15, -0.19],
  "relative_energy_kcal_mol": 8.83,
  "s2": 0.754,
  "multiplicity": 2,
  "homo_energy_ev": [-22.56, -22.57],
  "total_charge": 3
}

Entry 2:
{
  "formula": "C33H52N10O",
  "method": "ωB97M-V/def2-TZVPD",
  "elements": ["C", "O", "N", "N", "H", "H", "H", "H", "C", "C", "C", "C", "N", "H", "H", "H", "H", "H", "H", "H", "C", "C", "C", "C", "N", "H", "H", "H", "H", "H", "H", "H", "C", "C", "C", "C", "N", "H", "H", "H", "H", "H", "H", "H", "C", "C", "C", "C", "N", "H", "H", "H", "H", "H", "H", "H", "N", "C", "C", "C", "C", "H", "H", "H", "H", "H", "N", "C", "C", "C", "C", "H", "H", "H", "H", "H", "N", "C", "C", "C", "C", "H", "H", "H", "H", "H", "N", "C", "C", "C", "C", "H", "H", "H", "H", "H"],
  "positions_angstrom": [[2.189, 17.011, -20.312], [1.126, 16.528, -19.893], [2.375, 18.335, -20.629], [3.318, 16.259, -20.487], [1.607, 18.982, -20.561], [3.315, 18.630, -20.828], [3.339, 15.297, -20.202], [4.193, 16.682, -20.762], [3.059, 19.632, -23.673], [2.159, 20.720, -23.100], [2.242, 22.099, -23.774], [3.594, 22.644, -23.601], [4.656, 23.036, -23.422], [2.764, 19.245, -24.646], [3.185, 18.818, -22.963], [4.109, 19.946, -23.753], [2.202, 20.794, -22.013], [1.148, 20.331, -23.277], [1.548, 22.750, -23.245], [2.070, 21.976, -24.842], [2.385, 12.667, -21.180], [1.003, 13.038, -20.657], [0.957, 13.266, -19.150], [1.410, 12.143, -18.334], [1.765, 11.264, -17.694], [2.706, 11.707, -20.770], [3.143, 13.403, -20.911], [2.349, 12.575, -22.265], [0.299, 12.252, -20.945], [0.639, 13.947, -21.140], [-0.036, 13.565, -18.806], [1.584, 14.136, -18.926], [-1.568, 17.464, -17.636], [-0.729, 18.380, -16.783], [0.481, 18.973, -17.529], [0.140, 19.680, -18.753], [-0.173, 20.266, -19.686], [-2.063, 17.934, -18.483], [-2.336, 16.914, -17.081], [-0.972, 16.617, -18.009], [-0.377, 17.958, -15.846], [-1.383, 19.226, -16.540], [1.211, 18.185, -17.704], [0.900, 19.723, -16.852], [5.065, 10.493, -18.813], [5.507, 11.044, -17.461], [5.074, 12.506, -17.260], [5.291, 13.378, -18.406], [5.406, 14.055, -19.328], [5.576, 9.572, -19.091], [5.169, 11.212, -19.626], [4.000, 10.244, -18.764], [6.589, 10.935, -17.377], [5.033, 10.488, -16.655], [5.651, 12.942, -16.440], [4.019, 12.510, -16.981], [6.913, 17.149, -21.830], [6.417, 17.097, -20.560], [5.788, 18.290, -20.303], [5.904, 19.096, -21.469], [6.641, 18.384, -22.376], [7.304, 16.378, -22.338], [6.533, 16.219, -19.948], [5.306, 18.468, -19.353], [5.404, 20.035, -21.650], [6.850, 18.576, -23.415], [2.883, 15.957, -17.114], [1.850, 15.504, -16.346], [2.311, 15.347, -15.073], [3.668, 15.779, -15.065], [3.995, 16.133, -16.343], [2.757, 16.253, -18.065], [0.841, 15.520, -16.724], [1.788, 15.114, -14.161], [4.351, 15.733, -14.232], [4.907, 16.521, -16.762], [-0.760, 18.180, -22.776], [-1.784, 18.342, -21.902], [-2.962, 18.376, -22.617], [-2.610, 18.187, -23.979], [-1.249, 18.085, -24.063], [0.200, 18.134, -22.491], [-1.668, 18.323, -20.834], [-3.950, 18.462, -22.202], [-3.269, 18.121, -24.832], [-0.567, 17.975, -24.882], [3.178, 16.552, -26.196], [4.299, 16.850, -25.473], [4.105, 16.407, -24.194], [2.827, 15.791, -24.157], [2.281, 15.884, -25.409], [3.024, 16.838, -27.144], [5.087, 17.405, -25.955], [4.813, 16.442, -23.384], [2.356, 15.321, -23.309], [1.345, 15.534, -25.808]],
  "forces_ev_per_angstrom": [[-0.032, -0.233, 0.005], [0.664, 0.515, -0.198], [-0.289, -0.819, 0.196], [-0.350, 0.156, 0.044], [0.087, 0.041, 0.104], [-0.091, 0.329, -0.093], [-0.068, -0.025, 0.010], [-0.027, -0.070, 0.088], [1.411, 0.356, 0.602], [-0.996, -0.940, -0.530], [0.765, -0.687, 0.679], [-0.334, -0.007, 0.009], [0.316, 0.088, 0.006], [-0.243, 0.012, 0.042], [-0.579, -0.307, -0.239], [-0.175, 0.358, -0.290], [0.453, 0.214, -0.030], [-0.139, 0.400, 0.084], [-0.195, 0.229, -0.539], [-0.381, 0.343, 0.018], [-0.159, -0.116, 0.104], [-0.215, -0.289, -0.253], [0.058, 0.653, 0.055], [-0.188, 0.413, -0.422], [0.250, -0.473, 0.346], [0.030, 0.012, -0.012], [0.023, 0.001, -0.075], [0.138, 0.028, -0.020], [-0.005, -0.021, 0.113], [0.085, 0.094, 0.119], [-0.054, -0.154, -0.110], [0.051, -0.144, 0.129], [0.101, -1.955, 0.065], [-0.789, 1.174, -0.610], [-0.058, -0.010, 0.925], [-0.122, -0.385, 0.378], [0.065, 0.240, -0.482], [0.180, 0.247, 0.007], [-0.114, 0.555, 0.257], [0.153, 0.389, -0.338], [0.002, -0.278, -0.059], [0.183, -0.005, 0.343], [0.122, 0.139, -0.269], [0.354, -0.115, -0.144], [-0.839, -0.337, 0.050], [0.146, 0.090, -0.685], [0.421, -0.164, 0.562], [-0.341, -0.053, -0.206], [0.067, 0.048, 0.026], [0.175, 0.063, 0.087], [0.267, 0.011, 0.032], [0.056, 0.065, -0.063], [0.016, 0.183, 0.182], [0.154, -0.159, 0.047], [-0.227, 0.015, 0.117], [-0.038, 0.299, -0.141], [0.039, 0.652, -0.051], [0.147, -0.129, -0.103], [0.121, -0.439, 0.209], [-0.177, 0.071, 0.141], [-0.525, -0.616, -0.232], [0.208, -0.036, 0.086], [-0.013, -0.025, -0.005], [-0.037, 0.398, -0.089], [0.343, 0.185, 0.038], [0.127, 0.122, 0.043], [-0.228, 0.178, -0.156], [-0.463, 0.277, 0.083], [0.468, 0.516, 0.704], [0.239, -0.554, 0.048], [0.111, 0.171, -0.205], [0.158, -0.044, -0.197], [0.024, -0.366, -0.147], [-0.333, -0.281, -0.237], [-0.043, 0.140, 0.037], [0.040, -0.103, -0.026], [0.052, -0.034, -0.075], [-0.937, -0.117, 0.043], [0.493, -0.319, -0.029], [-0.182, 0.110, -0.508], [0.276, 0.099, 0.798], [0.161, -0.131, -0.141], [0.339, 0.216, -0.028], [-0.057, 0.022, 0.013], [-0.061, 0.097, 0.110], [-0.005, -0.067, -0.227], [-0.040, -0.117, -0.029], [-0.075, 0.359, -0.201], [0.145, -0.316, -0.011], [-0.224, -0.205, 0.131], [0.026, 0.265, -0.023], [-0.013, -0.095, -0.083], [0.155, -0.061, 0.193], [-0.004, 0.159, 0.025], [0.065, -0.010, 0.035], [-0.069, 0.010, 0.042]],
  "mulliken_charge": [-0.14, -0.28, 0.32, 1.09, -0.25, -0.12, -0.48, -0.39, -0.62, -0.10, -0.62, 0.19, -0.47, 0.39, -0.15, 0.39, 0.25, 0.11, 0.39, 0.32, -0.96, -0.67, 1.10, 0.07, -0.59, 0.37, 0.09, 0.37, 0.50, 0.19, 0.46, -0.78, -0.85, -0.71, 0.95, 0.10, -0.58, 0.34, 0.38, -0.03, 0.37, 0.41, -0.79, 0.43, -1.01, -0.63, -0.08, 0.25, -0.48, 0.40, 0.26, 0.21, 0.35, 0.31, 0.37, 0.05, 0.08, -0.61, -0.51, -0.35, -1.10, 0.26, 0.54, 0.55, 0.79, 0.46, 0.92, -0.42, -0.97, -0.74, -0.65, 0.03, 0.45, 0.45, 0.43, 0.43, 0.38, -0.42, -0.63, -0.56, -0.53, 0.07, 0.36, 0.43, 0.40, 0.43, 0.09, -0.78, 0.07, -0.38, -1.26, 0.19, 0.39, 0.36, 0.85, 0.46],
  "homo_energy_ev": -8.00,
  "smiles": "c1cc[nH]c1.c1cc[nH]c1.c1cc[nH]c1.c1cc[nH]c1.NC(N)=O.CCCC#N.CCCC#N.CCCC#N.CCCC#N",
  "total_charge": 0
}

Entry 3:
{
  "formula": "CH6N3O",
  "method": "ωB97M-V/def2-TZVPD",
  "elements": ["C", "N", "N", "N", "O", "H", "H", "H", "H", "H", "H"],
  "positions_angstrom": [[0.466, 0.555, -0.766], [1.065, 1.717, -0.424], [-0.647, 0.134, -1.157], [-0.508, -1.117, 1.185], [1.539, 0.127, -0.219], [1.696, 2.263, -0.956], [-0.944, -0.669, -0.422], [-1.282, 0.857, -1.507], [-1.055, -0.493, 1.744], [0.516, -1.302, 1.361], [-0.845, -2.074, 1.161]],
  "forces_ev_per_angstrom": [[1.593, 1.840, -0.019], [-0.813, -1.562, 1.649], [-1.773, -1.059, 0.220], [1.480, -2.103, -1.576], [-0.112, 1.206, -0.238], [1.181, 0.084, -1.374], [0.564, 0.705, -0.647], [-0.001, -0.513, 0.102], [0.307, -0.061, 0.976], [-1.658, 1.257, 0.428], [-0.769, 0.205, 0.480]],
  "mulliken_charge": [0.72, -0.24, -0.28, -0.86, -0.29, 0.32, 0.48, 0.30, 0.26, 0.30, 0.30],
  "relative_energy_kcal_mol": 72.33,
  "homo_energy_ev": -15.52,
  "total_charge": 1
}

Entry 4:
{
  "formula": "C2H5N3S2",
  "method": "ωB97M-V/def2-TZVPD",
  "elements": ["C", "C", "H", "H", "H", "H", "H", "N", "N", "N", "S", "S"],
  "positions_angstrom": [[-0.178, -0.856, -0.113], [1.718, 0.684, 0.230], [0.279, -2.740, -0.230], [1.639, -2.041, -0.773], [-1.186, 1.844, 1.044], [2.038, 1.691, -0.094], [2.332, -1.177, 0.387], [0.611, -1.827, -0.433], [0.307, 0.449, 0.119], [2.697, -0.171, 0.265], [-1.852, -0.849, 0.228], [-0.626, 1.743, -0.271]],
  "forces_ev_per_angstrom": [[-3.438, 3.574, 1.861], [1.748, -1.163, -2.085], [-1.164, -0.579, -0.021], [-2.937, 2.094, 0.581], [0.396, 0.237, -1.841], [-0.600, -0.187, 0.904], [1.021, 2.500, 0.410], [3.803, -4.103, -1.413], [3.561, -1.529, -0.703], [-2.211, -0.675, 0.860], [1.126, -2.058, -0.527], [-1.305, 1.889, 1.974]],
  "mulliken_charge": [0.32, 0.09, 0.21, 0.35, 0.16, 0.35, 0.31, -0.47, -0.14, -0.66, -0.38, -0.14],
  "relative_energy_kcal_mol": 75.76,
  "homo_energy_ev": -8.15,
  "smiles": "[H]/N=C\\N(S)C(N)=S",
  "total_charge": 0
}

Electronic energy, record by record: -916.8752, -1911.4412, -280.8181, -1039.7626 hartree